C2H3BCl2O2 | the ωB97M-V functional and the def2-TZVPD basis

Values from the calculation:
Total charge: 0
DFT total energy (hartree): -1173.7023
Structure (SMILES): ClC#CCl.OBO
Frontier orbital gap (eV): 9.9
E_HOMO (eV): -9.505
ΔE to the lowest compared entry with this formula, charge and spin (kJ/mol): 250.72
LUMO level (eV): 0.4

Each line ends with the natural charge from an NBO analysis.
Geometry (Å):
Cl: 1.90430 -2.62434 2.94267  0.1450
C: 0.65289 -3.05064 1.99492  -0.1352
C: -0.18192 -3.49857 1.21766  -0.1423
Cl: -1.42230 -4.03867 0.29016  0.1340
O: 1.00589 -0.10138 0.40555  -0.9211
B: -0.36126 -0.03292 0.34133  0.9535
O: -0.92758 0.72213 -0.66434  -0.8795
H: 1.61181 0.12777 -0.32413  0.4971
H: -0.86710 -0.80166 0.92538  -0.1251
H: -0.35440 1.20869 -1.14773  0.4736

Force components x, y, z for each atom (eV/Å):
0.2 0.2 0.2
-2.0 -1.4 -2.2
1.8 1.1 2.0
0.1 0.1 0.0
1.0 -0.3 0.3
2.4 1.8 -3.6
-3.4 -2.6 3.0
-0.9 0.2 0.6
-2.0 -1.4 2.0
2.8 2.4 -2.3